This record from the OMol25 dataset describes a structure of composition C6H7N. The level of theory is wB97M-V/def2-TZVPD.

XYZ file:
```
14
Properties=species:S:1:pos:R:3:mulliken_charge:R:1
C -0.89 0.96 0.83 -0.364
C 0.31 1.33 0.36 -0.427
C 0.92 -0.21 -1.54 -0.211
C 1.11 0.14 -0.08 -0.097
N 0.22 -1.04 0.24 -0.221
C -0.94 -0.54 0.99 -0.559
C 0.06 -1.17 -1.18 -0.597
H -1.68 1.62 1.16 0.398
H -0.81 -0.74 2.07 0.216
H 0.68 2.35 0.29 0.405
H 1.32 0.19 -2.46 0.390
H 2.12 0.05 0.33 0.335
H -1.86 -1.05 0.68 0.318
H -0.57 -1.89 -1.69 0.414
```

## Properties
gap between HOMO and LUMO: 9.474 eV
multiplicity: 1
maximum force: 0.5 eV/A
LUMO level: 1.2 eV
relative energy (zero: lowest compared OMol25 entry of this formula, charge and spin): 62.35 kcal per mole
electronic energy: -7822.9434 eV